Entry 1:
43
Properties=species:S:1:pos:R:3 method="wB97M-V/def2-TZVPD" spin_multiplicity=5 de_lowest_kj_mol=1869.3 charge=-2 orbital_gap_ev="5.699 / 6.044" energy_ha=-3148.08071
Ru 0.5048 -0.3328 0.4664
O 0.4540 4.9547 -2.7255
C -0.5485 4.8904 -1.8773
O -1.3429 5.8065 -1.7573
C -0.6977 3.6511 -1.0666
C -1.7043 3.4673 -0.1359
N -1.5579 2.2440 0.3804
N -0.5151 1.6173 -0.1412
C 0.0430 2.4386 -1.0111
C 1.3030 1.9377 -1.6650
O 1.8411 2.6632 -2.5405
O 1.7078 0.8269 -1.2725
H 1.0431 4.0921 -2.7171
H -2.4967 4.1322 0.1603
H -1.9907 1.7549 1.1686
Cl 2.1936 -0.6330 2.4205
C 2.6955 -1.1321 1.0151
C 1.9174 -2.2863 0.4151
C 2.1254 -3.1754 -0.6664
C 1.3038 -4.2724 -0.5500
C 0.5591 -4.1827 0.6493
Cl -0.5534 -5.4111 1.1765
C 0.8678 -3.0445 1.3430
N 0.4425 -2.6771 2.7990
H 3.5145 -0.7340 0.4331
H 2.7949 -2.9822 -1.4925
H 1.2104 -5.0734 -1.2694
C -0.7596 -1.1344 -0.9683
H -0.3502 -2.0962 -1.2933
H -0.8562 -0.4735 -1.8315
H -1.7329 -1.3107 -0.5044
Cl -1.3488 0.0180 2.2798
C 1.7243 2.1812 2.2296
C 3.0488 2.6202 2.7224
C 4.0427 1.9098 3.3697
C 4.2734 0.5405 3.7578
C 3.4487 -0.5077 3.4242
Cl 3.8858 -2.0456 4.4989
C 1.8160 0.8282 2.3301
N 1.2347 -1.6289 2.8245
H 3.2934 3.6790 2.6336
H 4.8693 2.5502 3.6796
H 5.1968 0.3114 4.2656

Entry 2:
48
Properties=species:S:1:pos:R:3 method="wB97M-V/def2-TZVPD" spin_multiplicity=2 charge=+1 orbital_gap_ev="5.786 / 6.412" energy_ha=-3222.98846
V -0.1689 0.3116 -0.0754
O 2.1393 3.5670 0.0070
C 1.6816 2.4780 -0.1395
N 0.4600 1.9913 0.3993
C -0.4465 2.9379 1.0035
O -0.5609 4.0742 0.6732
C -1.2572 2.2555 2.0511
C -2.0260 2.9390 2.9681
C -2.7685 2.1887 3.8690
C -2.7266 0.8048 3.7890
C -1.9386 0.2104 2.8159
N -1.1963 0.9232 1.9739
C 2.3203 1.4062 -0.9630
C 3.5729 1.5139 -1.5140
C 4.0389 0.4523 -2.2802
C 3.2373 -0.6631 -2.4645
C 1.9913 -0.7103 -1.8686
N 1.5543 0.3137 -1.1221
H -2.0325 4.0199 2.9606
H -3.3796 2.6764 4.6161
H -3.3014 0.1874 4.4646
H -1.9042 -0.8672 2.7066
H 4.1447 2.4160 -1.3465
H 5.0197 0.4989 -2.7341
H 3.5705 -1.5012 -3.0591
H 1.3396 -1.5660 -1.9632
O -1.5053 -1.1966 -1.3744
Cl -2.1498 0.1029 -1.5357
O -3.2179 0.1379 -2.4301
O -1.0141 1.0038 -1.9117
O -2.4544 0.5635 -0.1765
F 2.2885 0.5271 5.0414
C 2.3998 -0.6978 4.5314
C 1.4630 -1.1966 3.7310
N 1.5585 -2.4682 3.1867
C 0.5171 -2.9766 2.3097
C 0.7016 -2.3738 0.9306
O 1.1459 -2.9387 -0.0154
O 0.3750 -1.0357 0.8905
C 2.6406 -3.3030 3.4621
O 2.7337 -4.4166 3.0079
N 3.5831 -2.7411 4.2981
C 3.5931 -1.4714 4.8868
O 4.4861 -1.1048 5.6007
H 0.5953 -0.6129 3.4625
H -0.4598 -2.7233 2.7202
H 0.6300 -4.0520 2.2221
H 4.3714 -3.3371 4.5144

Entry 3:
39
Properties=species:S:1:pos:R:3 method="wB97M-V/def2-TZVPD" spin_multiplicity=1 charge=-1 orbital_gap_ev=5.381 energy_ha=-1767.15303
C -1.5554 0.7712 2.3150
C -0.6628 1.2111 3.2252
C -1.0362 0.7218 4.5633
O -0.5643 0.9191 5.6585
O -2.1676 -0.0966 4.3834
C -2.5387 -0.1027 3.0148
O -3.4919 -0.7372 2.6385
H -1.6827 1.0633 1.2855
H 0.2451 1.7770 3.0631
F 2.5105 5.3348 1.1434
C 3.1629 4.6154 0.1782
F 3.2372 5.4106 -0.9290
F 4.4463 4.4259 0.6305
C 2.4802 3.3123 -0.1101
C 2.3784 2.8496 -1.4196
C 1.6671 1.6941 -1.6675
C 1.0471 0.9352 -0.6203
C 0.1762 -0.1073 -1.0052
S -0.7353 -1.2741 -0.1319
C -1.0674 -2.6345 -1.2782
C -2.2239 -2.5656 -2.0617
C -2.5498 -3.6165 -2.9238
C -1.7127 -4.7295 -3.0220
C -0.5236 -4.7688 -2.2922
C -0.1894 -3.7187 -1.4266
O -0.0036 -1.8558 0.9712
O -2.0775 -0.7578 0.0726
C 1.3468 1.3534 0.7167
C 1.9639 2.5716 0.9605
H 2.8380 3.4000 -2.2356
H 1.5488 1.3348 -2.6832
H -0.0108 -0.2376 -2.0742
H -2.8609 -1.6850 -2.0025
H -3.4614 -3.5415 -3.5158
H -1.9855 -5.5638 -3.6715
H 0.1565 -5.6165 -2.3964
H 0.7528 -3.7317 -0.8769
H 1.0806 0.6884 1.5442
H 2.0631 2.9520 1.9795

Entry 4:
44
Properties=species:S:1:pos:R:3 method="wB97M-V/def2-TZVPD" spin_multiplicity=2 de_lowest_kj_mol=42.3 orbital_gap_ev="7.987 / 9.121" energy_ha=-3105.36849
Ti -0.4067 0.2351 0.2928
O -3.4339 3.0134 0.1125
C -2.7725 2.0287 0.3142
N -1.4741 1.9181 0.7717
C -0.9424 2.8660 1.6164
O -1.3098 3.9933 1.8345
C 0.2121 2.2604 2.3889
C 0.9868 3.0211 3.2386
C 2.0036 2.3845 3.9329
C 2.2101 1.0258 3.7411
C 1.4095 0.3452 2.8420
N 0.4199 0.9556 2.1837
C -3.3666 0.6437 0.1388
C -4.7077 0.4780 -0.1341
C -5.2186 -0.8101 -0.1762
C -4.3697 -1.8788 0.0581
C -3.0307 -1.6299 0.3029
N -2.5342 -0.3913 0.3424
H 0.7692 4.0747 3.3371
H 2.6341 2.9416 4.6132
H 2.9946 0.4975 4.2635
H 1.5604 -0.7022 2.6170
H -5.3127 1.3589 -0.2944
H -6.2675 -0.9774 -0.3827
H -4.7269 -2.8982 0.0421
H -2.3312 -2.4384 0.4539
O 1.5127 1.0294 -0.2687
S 1.2235 0.9265 -1.7216
O 1.6362 2.0181 -2.5329
O -0.2436 0.6307 -1.7238
C 2.0666 -0.5358 -2.2911
C 3.0715 -0.2937 -3.2147
C 3.8596 -1.3316 -3.6926
C 3.6449 -2.6168 -3.2383
C 2.6366 -2.8689 -2.3166
C 1.8359 -1.8457 -1.8342
S 0.5160 -2.3841 -0.7387
O -0.7308 -2.0390 -1.3863
O 0.7600 -3.7661 -0.4576
O 0.6458 -1.5275 0.4959
H 3.2269 0.7202 -3.5535
H 4.6372 -1.1250 -4.4154
H 4.2543 -3.4343 -3.5996
H 2.4514 -3.8718 -1.9612

Entry 5:
41
Properties=species:S:1:pos:R:3 method="wB97M-V/def2-TZVPD" spin_multiplicity=1 de_lowest_kj_mol=0.0 charge=-1 orbital_gap_ev=6.091 energy_ha=-4020.16949
C 0.8435 3.2451 -2.8041
C 0.3002 3.2740 -1.4040
C -0.1889 2.0751 -0.8736
C -0.6825 2.0630 0.4317
C -0.7476 3.2720 1.1603
C -0.2871 4.4654 0.6493
C 0.2761 4.4576 -0.6385
C 0.8610 5.7268 -1.1761
N -1.3419 2.9404 2.3775
C -1.5986 1.5981 2.3641
N -1.2047 1.0542 1.2206
H 1.3057 4.1937 -3.0854
H 1.5967 2.4532 -2.9122
H 0.0568 3.0269 -3.5403
H -0.2130 1.1447 -1.4441
H -0.3523 5.3664 1.2628
H 0.8218 6.4977 -0.4003
H 1.9117 5.5941 -1.4665
H 0.3133 6.1006 -2.0518
H -1.6138 3.5876 3.1113
H -2.0254 1.0854 3.2195
O 2.9327 -3.4138 3.0485
C 2.3923 -3.8446 2.1161
Co 1.5328 -4.4324 0.7258
C 2.2403 -3.4827 -0.5802
O 2.7593 -2.8505 -1.4012
C 1.9617 -6.1314 0.6221
O 2.3048 -7.2379 0.5812
C -0.3306 -3.9784 1.3031
C -0.7657 -2.6767 1.0447
C -0.8739 -1.4347 1.5410
Co -0.9891 -3.7596 -0.3576
C -0.4897 -2.6559 -1.6745
O -0.2443 -1.9682 -2.5723
C -2.7588 -3.6425 -0.5081
O -3.9061 -3.5705 -0.6134
C -0.6975 -5.3607 -1.1523
O -0.5889 -6.3809 -1.6808
H -0.7194 -4.5910 2.1292
H -1.5447 -0.7276 1.0657
H -0.2463 -1.0818 2.3629

Entry 6:
37
Properties=species:S:1:pos:R:3 method="wB97M-V/def2-TZVPD" spin_multiplicity=1 de_lowest_kj_mol=0.0 orbital_gap_ev=7.544 smiles="Nc1ccc(S(=O)(=O)Oc2c3ccccc3cc3sccc23)cc1" energy_ha=-1770.55537
O 2.5616 -1.2389 -0.6322
O 1.0447 0.3811 -1.6161
O 0.2277 -1.0615 0.3950
S -1.0488 -4.8086 -2.5330
C 0.4292 -4.7640 -1.6384
C 0.5082 -3.6406 -0.8743
C 3.3517 1.7450 2.7229
C 1.8518 3.3220 1.6334
C 2.9438 0.7443 1.8806
C 1.5156 2.3417 0.7020
C -4.2548 0.7669 -1.3709
C -3.2664 1.3046 -0.4929
C -1.5498 -3.2226 -1.9541
C -0.6163 -2.7095 -1.0753
C 2.8113 3.0215 2.5883
C 2.0287 1.0299 0.8222
C -4.0430 -0.4867 -1.9623
C -2.6816 -2.4838 -2.2599
C -2.1267 0.5700 -0.1481
C -0.7521 -1.4640 -0.4924
C -2.8957 -1.2383 -1.6626
C -1.9033 -0.6825 -0.7755
N 3.1926 4.0318 3.4575
S 1.4809 -0.2815 -0.3841
H 1.2450 -5.4761 -1.6406
H 1.3409 -3.4624 -0.1866
H 4.1311 1.5424 3.4849
H 1.4929 4.3631 1.5338
H 3.3355 -0.2792 1.9734
H 0.7751 2.5319 -0.0973
H -5.1718 1.3284 -1.5858
H -3.3896 2.2673 0.0028
H -4.7669 -0.8894 -2.6798
H -3.4117 -2.9087 -2.9214
H -1.4347 0.9705 0.5979
H 2.9852 4.9880 3.1996
H 4.0597 3.8480 3.9890